This record from OMol25 describes a structure of composition C17H31Br4InN2O2PS3 in a non-equilibrium geometry. The level of theory is the ωB97M-V functional and the def2-TZVPD basis.

Atoms and positions in Å:
C  3.079  2.863  1.999
C  2.715  3.693  0.598
C  3.050  2.669  -0.644
C  4.440  3.146  -1.420
C  4.563  2.169  -2.753
C  5.000  0.668  -2.249
C  3.768  -0.421  -2.187
C  3.701  -1.256  -0.752
C  2.695  -2.545  -0.877
In  0.719  -2.341  0.208
Br  0.072  -4.807  1.014
C  -0.988  -1.623  -1.103
C  -2.239  -1.263  -0.105
C  -3.735  -1.576  -0.780
S  -4.659  0.053  -0.758
C  -6.390  -0.097  -1.463
S  -7.019  -1.490  -2.220
N  -7.292  1.144  -1.299
C  -8.761  1.247  -0.954
C  -8.982  2.872  -0.915
N  -7.645  3.551  -1.215
C  -6.563  2.482  -1.469
P  0.771  -0.888  2.284
O  -0.581  -1.427  3.302
O  0.424  0.823  1.964
S  2.370  -1.063  3.378
H  2.878  1.708  1.887
H  2.451  3.261  2.903
H  4.248  2.986  2.179
H  1.600  4.054  0.554
H  3.443  4.628  0.455
H  3.264  1.564  -0.255
H  2.165  2.552  -1.425
H  5.323  2.913  -0.682
H  4.433  4.288  -1.681
H  3.563  2.207  -3.369
H  5.417  2.613  -3.439
H  5.573  0.801  -1.218
H  5.820  0.285  -3.023
H  2.719  0.031  -2.451
H  3.999  -1.229  -3.029
H  3.486  -0.578  0.177
H  4.801  -1.690  -0.599
H  2.464  -2.685  -2.040
H  3.271  -3.494  -0.495
H  -0.677  -0.691  -1.761
H  -1.319  -2.521  -1.776
H  -2.211  -0.108  0.191
H  -2.161  -1.870  0.894
H  -4.253  -2.439  -0.140
H  -3.575  -1.917  -1.910
H  -9.479  0.342  -0.766
H  -10.015  3.393  -0.649
H  -5.438  2.709  -1.706
H  -1.404  -1.013  2.862
H  0.175  1.179  2.889
C  -0.644  -5.538  5.055
Br  -1.834  -4.587  6.265
Br  1.217  -5.051  5.339
Br  -0.911  -7.463  5.143
H  -0.905  -5.225  4.039

Output
Charge ... -1
Largest force on an atom ... 7.77 eV/Å
Energy relative to the best compared isomer or geometry (same formula, charge and spin) ... 5.949 eV
LUMO level ... 0.8 eV
Total energy ... -352338.8456 eV
Kohn-Sham gap ... 6.53 eV

This record from OMol25 describes a structure of composition C3H2LiO3Rh in a non-equilibrium geometry. The level of theory is the ωB97M-V functional and the def2-TZVPD basis.

Atoms and positions in Å:
C  -4.025  -0.815  -0.129
C  -3.076  0.080  -0.023
O  -2.379  0.975  0.298
Li  -0.499  1.498  0.295
H  -4.189  -1.305  -1.089
H  -4.685  -0.992  0.721
O  1.846  -1.418  -1.166
C  0.861  -0.713  -0.961
Rh  2.883  0.223  -0.557
O  0.917  0.445  -0.463

Output
Expectation value of S² ... 8.761
Charge ... +3
Largest force on an atom ... 6.92 eV/Å
Energy relative to the best compared isomer or geometry (same formula, charge and spin) ... 0.000 eV
LUMO level (alpha / beta) ... -13.9 / -16.8 eV
Spin multiplicity ... 6
Total energy ... -12459.0942 eV
Kohn-Sham gap (alpha / beta) ... 8.88 / 8.27 eV

Copy entry 2 word for word.
This record from OMol25 describes a structure of composition C3H2LiO3Rh in a non-equilibrium geometry. The level of theory is the ωB97M-V functional and the def2-TZVPD basis.

Atoms and positions in Å:
C  -4.025  -0.815  -0.129
C  -3.076  0.080  -0.023
O  -2.379  0.975  0.298
Li  -0.499  1.498  0.295
H  -4.189  -1.305  -1.089
H  -4.685  -0.992  0.721
O  1.846  -1.418  -1.166
C  0.861  -0.713  -0.961
Rh  2.883  0.223  -0.557
O  0.917  0.445  -0.463

Output
Expectation value of S² ... 8.761
Charge ... +3
Largest force on an atom ... 6.92 eV/Å
Energy relative to the best compared isomer or geometry (same formula, charge and spin) ... 0.000 eV
LUMO level (alpha / beta) ... -13.9 / -16.8 eV
Spin multiplicity ... 6
Total energy ... -12459.0942 eV
Kohn-Sham gap (alpha / beta) ... 8.88 / 8.27 eV